C41H40N2OP2RhS2 | wB97M-V/def2-TZVPD

Each line ends with the Mulliken charge.
Geometry (Å):
Rh -0.10 0.37 0.19  0.705
O -2.06 2.91 -0.16  -0.727
S -1.23 1.95 -0.86  1.178
C -0.15 2.85 -1.94  -0.229
C -0.62 3.99 -2.57  -0.597
C 0.21 4.60 -3.50  -0.916
C 1.46 4.08 -3.80  -0.808
C 1.94 2.96 -3.12  -0.539
C 1.13 2.36 -2.15  -0.557
P 1.79 1.16 -0.98  2.583
C 2.85 0.09 -1.95  1.027
C 4.18 -0.17 -1.59  -0.729
C 4.98 -0.91 -2.45  -0.715
C 4.48 -1.37 -3.65  -0.745
C 3.17 -1.09 -4.02  -0.748
C 2.36 -0.36 -3.18  -0.880
C 2.72 2.00 0.31  0.741
C 3.33 1.21 1.30  -0.867
C 3.98 1.82 2.36  -0.840
C 4.03 3.21 2.44  -0.759
C 3.43 3.99 1.46  -0.850
C 2.78 3.39 0.39  -0.649
C -2.24 0.94 -1.94  -0.222
C -3.01 1.62 -2.87  -0.586
C -3.75 0.90 -3.80  -1.011
C -3.70 -0.49 -3.79  -0.867
C -2.98 -1.16 -2.80  -0.777
C -2.24 -0.46 -1.85  0.601
P -1.80 -1.33 -0.27  2.228
C -0.02 -1.91 0.01  -1.539
C 0.22 -2.21 1.37  0.368
C 1.37 -2.87 1.74  -0.733
C 2.31 -3.25 0.77  -0.821
C 2.08 -2.98 -0.57  -0.919
C 0.92 -2.33 -0.95  0.323
C -2.74 -2.87 -0.32  0.181
C -2.18 -4.05 -0.80  -0.007
C -2.96 -5.20 -0.86  -0.823
C -4.28 -5.17 -0.43  -0.600
C -4.83 -3.99 0.06  -0.849
C -4.06 -2.84 0.11  -0.154
H -1.59 4.40 -2.33  0.661
H -0.14 5.49 -4.02  0.481
H 2.08 4.56 -4.54  0.498
H 2.94 2.59 -3.31  0.587
H 4.60 0.22 -0.67  0.478
H 6.01 -1.10 -2.18  0.475
H 5.12 -1.93 -4.32  0.450
H 2.79 -1.43 -4.98  0.496
H 1.35 -0.11 -3.49  0.595
H 3.29 0.13 1.25  0.656
H 4.47 1.22 3.11  0.534
H 4.55 3.68 3.26  0.464
H 3.47 5.07 1.52  0.497
H 2.32 4.01 -0.37  0.416
H -3.04 2.70 -2.89  0.486
H -4.35 1.42 -4.53  0.482
H -4.25 -1.06 -4.52  0.477
H -3.02 -2.24 -2.76  0.597
H -0.52 -1.96 2.12  0.574
H 1.54 -3.12 2.78  0.546
H 3.20 -3.79 1.07  0.483
H 2.79 -3.29 -1.32  0.531
H 0.73 -2.15 -2.00  0.760
H -1.14 -4.09 -1.12  0.373
H -2.53 -6.12 -1.24  0.472
H -4.87 -6.07 -0.47  0.438
H -5.86 -3.97 0.40  0.456
H -4.50 -1.91 0.48  0.448
C -0.84 0.60 5.68  -1.190
N -0.23 0.54 4.35  0.083
C 1.24 0.53 4.38  -0.929
C -0.93 0.80 3.25  0.313
S -0.11 1.76 2.00  -0.034
N -2.21 0.45 3.21  0.455
C -2.71 -0.70 3.97  -1.297
C -3.24 1.12 2.43  -1.155
H -0.25 1.29 6.29  0.396
H -0.85 -0.38 6.16  0.373
H -1.85 0.99 5.62  0.437
H 1.55 -0.25 5.08  0.450
H 1.63 1.48 4.74  0.394
H 1.65 0.32 3.40  0.065
H -1.88 -1.36 4.22  0.428
H -3.42 -1.23 3.34  0.419
H -3.21 -0.39 4.88  0.389
H -2.90 2.09 2.08  0.485
H -4.11 1.26 3.07  0.413
H -3.52 0.51 1.57  0.219

As for the charge: +3. The calculation puts the LUMO energy at -10.41 eV. The calculation puts the relative energy (zero: lowest compared OMol25 entry of this formula, charge and spin) at 44.0 kcal/mol.